No. 1
This record from OMol25 describes C3H5NS in the gas phase in a non-equilibrium geometry. The level of theory is ωB97M-V/def2-TZVPD.

Each line ends with the Mulliken charge.
Cartesian coordinates (Å):
1 S 1.9748 -0.0070 -0.0839  -0.253
2 C 0.4460 0.0372 0.3860  -0.094
3 N -0.6643 -0.0330 -0.4748  -0.256
4 C -1.8132 0.7514 0.0156  -0.279
5 C -1.7906 -0.7547 0.0605  -0.265
6 H 0.0928 0.1086 1.4342  0.266
7 H -1.7162 1.3587 0.9298  0.225
8 H -2.3112 1.2809 -0.8034  0.216
9 H -1.7298 -1.2788 1.0173  0.228
10 H -2.3355 -1.3299 -0.6836  0.213

Output
HOMO, eV: -8.916
Orbital gap, eV: 8.906
Lowest unoccupied orbital energy, eV: 0.0
Energy relative to the best compared isomer or geometry (same formula, charge and spin), eV: 1.696
E_tot, Ha: -570.17221
SMILES: S=CN1CC1

No. 2
This record from OMol25 describes C20H30N2O5S in the gas phase. The level of theory is ωB97M-V/def2-TZVPD.

Each line ends with the Mulliken charge.
Cartesian coordinates (Å):
1 C -4.2705 -0.1724 -0.2474  -0.947
2 S -2.6345 0.4571 -0.6612  -0.032
3 C -2.4090 1.6801 0.6710  -0.029
4 C -2.5539 1.1138 2.0764  -1.531
5 C -1.0748 2.3990 0.4590  -0.437
6 O -1.1471 3.5822 1.2204  -0.576
7 C 0.2380 1.6763 0.7992  0.737
8 O 1.1929 2.3570 1.1514  -0.732
9 N 0.3012 0.3438 0.6251  0.249
10 C 1.5380 -0.3883 0.7886  -1.792
11 C 2.1942 -0.7480 -0.5442  1.498
12 O 1.2246 -1.5783 -1.1880  -0.659
13 C 2.4819 0.4872 -1.3996  -1.042
14 C 3.6427 1.3135 -0.8461  -0.866
15 N 4.8272 0.4796 -0.6988  0.080
16 C 5.8202 0.3788 -1.6362  0.862
17 O 6.6141 -0.5439 -1.6353  -0.657
18 C 5.9035 1.5087 -2.6619  -0.756
19 C 7.1470 1.4510 -3.5034  0.487
20 C 7.3343 0.4302 -4.4322  -0.439
21 C 8.4767 0.3869 -5.2075  -0.917
22 C 9.4670 1.3577 -5.0736  0.556
23 C 10.7064 1.2622 -5.9224  -0.463
24 O 11.5048 2.4219 -5.7487  -0.512
25 C 9.2866 2.3746 -4.1518  -0.801
26 C 8.1328 2.4163 -3.3764  -0.474
27 C 4.6223 -0.6404 0.2076  -1.078
28 C 3.4866 -1.5292 -0.2982  -1.204
29 H -4.5764 -0.8096 -1.0745  0.364
30 H -4.2595 -0.7623 0.6659  0.282
31 H -4.9814 0.6482 -0.1556  0.316
32 H -3.1641 2.4532 0.5147  0.629
33 H -2.3068 1.8913 2.8002  0.409
34 H -3.5762 0.7908 2.2688  0.482
35 H -1.8890 0.2644 2.2354  0.282
36 H -0.9949 2.6383 -0.6138  0.180
37 H -0.3104 4.0481 1.0967  0.388
38 H -0.4962 -0.1421 0.2357  0.156
39 H 2.2003 0.2209 1.3989  0.532
40 H 1.3314 -1.3204 1.3179  0.457
41 H 1.5553 -1.8221 -2.0592  0.492
42 H 2.7394 0.1465 -2.4096  0.462
43 H 1.5794 1.0953 -1.4838  0.346
44 H 3.8486 2.1588 -1.4952  0.414
45 H 3.3741 1.7224 0.1306  0.401
46 H 5.0150 1.4531 -3.2997  0.384
47 H 5.8514 2.4675 -2.1431  0.482
48 H 6.5825 -0.3424 -4.5376  0.373
49 H 8.6059 -0.4148 -5.9269  0.359
50 H 11.2662 0.3640 -5.6358  0.287
51 H 10.4135 1.1487 -6.9727  0.305
52 H 12.3194 2.3083 -6.2447  0.292
53 H 10.0468 3.1347 -4.0424  0.406
54 H 8.0046 3.2181 -2.6578  0.345
55 H 5.5490 -1.2025 0.2704  0.524
56 H 4.3935 -0.2387 1.1982  0.353
57 H 3.2914 -2.3455 0.4017  0.409
58 H 3.8023 -1.9824 -1.2437  0.368

Output
HOMO, eV: -8.700
Orbital gap, eV: 9.246
Lowest unoccupied orbital energy, eV: 0.5
Energy relative to the best compared isomer or geometry (same formula, charge and spin), eV: 0.592
E_tot, Ha: -1664.05244
SMILES: CS[C@@H](C)[C@@H](O)C(=O)NCC1(O)CCN(C(=O)Cc2ccc(CO)cc2)CC1

No. 3
This record from OMol25 describes C11H31B2O29Y as an isolated structure in a non-equilibrium geometry. The level of theory is ωB97M-V/def2-TZVPD.

Each line ends with the Mulliken charge.
Cartesian coordinates (Å):
1 Y 0.8058 1.8483 -4.1427  1.514
2 O -5.2964 -3.9736 2.8404  -0.592
3 C -4.3335 -3.4748 2.3721  0.189
4 O -3.0758 -3.8777 2.5286  -0.563
5 B -2.1630 -2.9597 1.8158  1.414
6 O -3.0421 -1.9405 1.2406  0.113
7 C -4.3294 -2.2281 1.4645  0.626
8 O -5.2580 -1.6715 0.9808  -0.640
9 O -1.4084 -3.5707 0.6835  -0.606
10 C -0.1638 -3.6317 1.0105  0.518
11 O 0.7199 -4.0410 0.3424  -0.676
12 C 0.0088 -2.9866 2.3902  0.674
13 O -1.1259 -2.4801 2.7379  -0.619
14 O 1.0347 -2.8801 2.9441  -0.660
15 O -4.1927 -0.3431 4.0638  -0.579
16 C -4.1077 0.6031 3.3893  0.580
17 O -3.2671 0.7560 2.3565  0.149
18 B -3.5764 2.0152 1.6893  1.004
19 O -4.5792 2.7027 2.5006  -0.585
20 C -5.0546 1.8244 3.3942  0.252
21 O -6.0136 1.9511 4.0525  -0.549
22 O -2.3541 2.8386 1.5031  -0.526
23 C -2.1795 3.0958 0.2230  0.852
24 O -1.3636 3.8134 -0.2946  -0.722
25 C -3.2291 2.2795 -0.5648  0.709
26 O -4.0537 1.7444 0.2875  -0.503
27 O -3.3233 2.2994 -1.7556  -0.849
28 C -0.4098 0.1898 -0.0828  1.169
29 C 0.9133 0.4028 -0.8192  1.549
30 C 1.9353 -0.6427 -0.4158  -0.757
31 O 0.7308 0.4288 -2.2426  0.365
32 H -1.1262 0.9796 -0.3155  -2.076
33 H -0.2136 0.2541 0.9925  0.258
34 H -0.8286 -0.7971 -0.2674  0.000
35 H 1.2702 1.3914 -0.4772  -0.662
36 H 1.6281 -1.6652 -0.6745  -0.208
37 H 1.9783 -0.6720 0.6772  0.362
38 H 2.9444 -0.4725 -0.8046  0.069
39 O 2.4547 4.0889 -0.7428  -0.671
40 H 2.4747 3.3666 -0.0829  0.406
41 H 3.3040 4.5358 -0.6163  0.304
42 O -0.4559 0.9708 3.0720  -0.625
43 H -1.3154 0.8472 2.6244  0.052
44 H -0.2392 1.8940 2.8924  0.410
45 O 2.4099 0.1254 -4.5168  -0.498
46 H 2.9389 -0.1758 -5.2782  0.310
47 H 2.4231 -0.6222 -3.8732  0.253
48 O 2.8144 2.3766 -2.9538  -0.637
49 H 3.5843 1.7474 -2.8372  0.368
50 H 2.6049 2.7202 -2.0298  0.421
51 O 4.8916 0.4065 -2.9430  -0.615
52 H 5.6220 0.2211 -3.5484  0.313
53 H 4.4760 -0.4680 -2.7902  0.289
54 O 1.9215 3.0000 2.0698  -0.645
55 H 2.6117 2.3195 1.9620  0.329
56 H 1.8998 3.1727 3.0202  0.301
57 O 4.4135 1.5374 1.3060  -0.682
58 H 4.1227 0.6165 1.4696  0.341
59 H 5.1222 1.4633 0.6560  0.312
60 O -0.6823 -2.4798 -2.5341  -0.583
61 H -0.0785 -3.0781 -2.9924  0.259
62 H -0.1214 -1.7418 -2.2270  0.134
63 O 3.7368 -2.3467 -3.3478  -0.678
64 H 4.5349 -2.8468 -3.1134  0.325
65 H 3.0143 -2.8284 -2.9070  0.312
66 O 4.0332 -1.0731 2.4949  -0.604
67 H 3.7491 -1.9911 2.6268  0.301
68 H 4.5835 -0.8702 3.2641  0.264
69 O -3.4096 -2.2720 -1.7333  -0.723
70 H -2.5339 -2.5765 -2.0281  0.463
71 H -3.1999 -1.8874 -0.8708  0.197
72 O -1.5312 1.5627 -3.2559  -0.481
73 H -1.6815 1.2267 -2.3384  0.474
74 H -2.3937 1.9492 -3.5206  0.311

Output
HOMO, eV: -8.148
Orbital gap, eV: 3.504
Lowest unoccupied orbital energy, eV: -4.6
E_tot, Ha: -2708.17982

No. 4
This record from OMol25 describes C2H3O2 as an isolated structure in a non-equilibrium geometry. The level of theory is ωB97M-V/def2-TZVPD.

Each line ends with the Mulliken charge.
Cartesian coordinates (Å):
1 O -5.4011 -0.1263 0.5391  -1.136
2 C 1.7907 -0.0265 -0.2331  0.137
3 O 2.4439 -0.7685 0.6029  -0.396
4 C 2.9018 0.6786 -0.4266  -0.318
5 H 3.8898 0.4012 -0.7532  0.247
6 H -6.3457 -0.2636 0.3900  0.137
7 H 0.7206 0.1051 -0.1191  0.329

Output
HOMO, eV: -1.824
Charge: -1
Orbital gap, eV: 3.686
Lowest unoccupied orbital energy, eV: 1.9
Energy relative to the best compared isomer or geometry (same formula, charge and spin), eV: 7.126
E_tot, Ha: -228.28263

> Which of these has the highest lowest unoccupied orbital energy?

C2H3O2